Record 1
C27H23Br3GaN4OS | ωB97M-V/def2-TZVPD

The geometry in XYZ format:
```
60
Properties=species:S:1:pos:R:3:lowdin_charge:R:1
C -3.5729 -0.0589 -1.1495 -0.734
C -0.1284 3.5859 -1.8277 -0.604
C 2.6296 0.0363 1.4964 -0.260
H -5.6188 -0.6846 -1.3213 0.092
C 0.2798 0.5388 -4.7183 -0.037
C -0.0136 2.2677 -1.3918 -0.403
H -1.6039 0.5816 3.3612 0.091
C 0.1237 1.2895 -2.4485 -0.137
H -4.4817 1.7124 2.0567 0.101
H -0.9620 -3.7386 2.7020 0.068
N -2.6185 0.5522 -0.4920 0.050
O -0.0271 1.8742 -0.1725 -0.100
C -0.1055 3.9416 -3.1852 -0.186
H -1.2115 -1.9816 2.6154 0.055
C 4.4661 -0.2207 -0.5258 -0.068
C 0.0324 2.9898 -4.1552 -0.637
H -0.9154 -5.1239 0.6667 0.060
H -0.1370 0.6671 5.5106 0.053
H 0.3277 -1.9581 -2.3933 0.101
H 4.3071 0.0862 2.8358 0.090
C 0.3168 -0.9717 -2.8513 -0.161
H 0.3061 0.7350 -5.7828 0.077
H -3.0988 -2.1233 1.0511 0.061
H 0.3712 -2.6607 2.2136 0.073
C 0.2488 0.3098 2.1591 -0.193
H 5.9744 -0.1386 1.0056 0.102
C 0.1485 1.6201 -3.8180 -0.194
C -5.2327 0.4786 0.4554 -0.079
C -0.7074 -2.8273 2.1432 -0.082
Br -3.1188 -0.8622 -2.8054 0.785
C 3.1026 -0.1996 -0.7482 -0.095
H -2.1577 1.7106 1.1325 0.101
N 0.2129 0.0205 -2.0067 0.063
C -2.9684 1.1887 0.6339 -0.122
H -3.0320 -3.8984 1.1727 0.064
Br -0.3491 4.9386 -0.5182 0.728
H 5.1544 -0.3071 -1.3549 0.096
C -4.8926 -0.1481 -0.7289 -0.124
C -2.6585 -3.0266 0.6144 -0.087
H -0.8275 -4.3491 -0.9406 0.060
H 2.7050 -0.2859 -1.7512 0.106
C -1.1173 -2.9235 0.6591 -0.787
N 2.2059 -0.0774 0.2268 0.102
S 1.8845 0.3523 4.1946 0.980
N -0.6638 -1.8564 -0.1812 -0.072
H -0.2040 4.9836 -3.4575 0.088
H -2.9883 -3.1075 -0.4257 0.054
C -4.2537 1.1798 1.1430 -0.063
C 3.9926 0.0001 1.8035 -0.032
C 4.9140 -0.1232 0.7860 -0.075
C 0.3599 -0.7413 -4.2389 -0.056
C 1.5719 0.2167 2.4839 -0.513
H -6.2467 0.4239 0.8313 0.102
Ga -0.0642 -0.1911 0.1615 0.371
C -0.5236 0.4889 3.3499 -0.212
C -0.5463 -4.2484 0.1112 -0.099
H 0.5444 -4.2192 0.1763 0.063
C 0.2102 0.5340 4.4959 -0.437
H 0.4397 -1.5809 -4.9176 0.102
Br 0.0629 3.5345 -5.9826 0.706
```

Its energy relative to the best compared isomer or geometry (same formula, charge and spin) is 16.5 kcal/mol. As for the charge: -1. The value obtained for the total energy is -309720.9224 eV. The frontier orbital gap is 5.20 eV.

***

Record 2
C30H44As3N4O2PtS | ωB97M-V/def2-TZVPD

The geometry in XYZ format:
```
85
Properties=species:S:1:pos:R:3:lowdin_charge:R:1
H 1.0651 -1.5463 -6.4584 0.113
N -2.1758 -1.5787 0.7054 -0.007
C 3.2864 -0.4894 -0.3950 -0.261
C 0.0248 3.0971 1.3479 -0.314
S 0.9311 -2.6732 -1.5129 0.585
C 1.4344 2.7883 1.8919 -0.693
H 3.2187 3.9670 2.2380 0.067
H -3.7926 2.2206 0.7807 0.031
H 3.3522 -0.5967 2.6783 0.023
C -1.6384 -6.0428 -3.1378 -0.064
H 1.7152 4.8464 2.5421 0.091
C -0.1887 1.0854 -4.7483 -0.152
C 0.2386 0.3078 -5.8383 -0.038
H 1.8888 0.1825 5.6814 0.008
C 1.3265 2.2639 3.3215 -0.382
C -0.1739 0.5258 -3.4423 -0.162
H -2.8957 0.8161 2.9510 0.032
H -3.1668 -5.2569 -1.8557 0.101
H 2.2827 2.2106 -0.0046 0.084
H -0.6771 2.8566 -5.8672 0.124
C -3.2093 -3.3732 1.5106 -0.074
H -4.6491 -0.3944 -0.8627 0.086
H 3.2704 1.8110 1.4079 0.060
H 0.1969 0.7396 -6.8261 0.113
H -0.4258 3.8691 1.9847 0.090
H -4.8124 -3.2193 0.1274 0.169
O 2.2439 -2.7536 -2.0883 -0.295
C 3.0771 3.8688 5.2086 -0.335
H 0.1240 3.5312 0.3468 0.072
N -3.9372 -2.8570 0.4738 0.113
H 2.8624 1.1937 6.7419 0.021
Pt -0.5426 -0.0904 -0.3499 0.660
C -3.2779 -1.7728 0.0094 -0.425
H 1.6786 -0.8945 3.2092 0.009
H 1.5100 -4.7992 -3.3673 0.116
C 0.7002 -0.9677 -5.6233 -0.053
C 0.4798 -4.9120 -3.0644 -0.058
As 3.0285 2.0837 4.3602 1.123
H 2.0770 4.1883 5.4955 0.025
C 0.6945 -1.5438 -4.3533 -0.005
H -3.5209 -4.2427 2.0485 0.115
H -2.9371 -0.1892 -1.3260 0.038
H -2.9490 3.6601 1.4014 0.045
H -1.3259 4.1469 -3.8370 0.109
H 2.4766 -2.0677 2.1543 0.032
H -2.8195 3.2062 -0.3110 0.013
H 0.0740 -6.6155 -4.2934 0.112
C -3.7282 -0.9218 -1.1175 -0.006
C 0.2319 -0.8366 -3.2477 -0.276
C 2.2444 1.8200 1.0196 -0.338
C -0.9848 3.1273 -3.7659 -0.036
H -1.3035 -2.6336 2.3319 0.108
H -2.2653 -6.8307 -3.5273 0.109
H -1.0732 3.0732 -1.6110 0.073
H 0.8739 1.2668 3.2809 0.030
C -0.6326 2.4154 -4.8824 0.010
H -3.9061 -1.5160 -2.0141 0.090
C -2.8829 2.8204 0.7053 -0.245
C -2.1189 -2.5670 1.6422 -0.131
H 3.5170 4.6218 4.5589 0.010
C -0.8672 2.5104 -2.5140 -0.137
O 0.8529 -2.6549 -0.0671 -0.404
H 0.6648 2.9154 3.9002 0.078
H 4.2046 -0.0923 0.0427 0.046
N 0.1359 -1.3307 -1.9954 -0.248
H 3.3827 -1.5644 -0.5245 0.015
C -1.8849 1.2261 2.9734 -0.268
C 2.3825 -1.0067 2.3877 -0.260
As 1.7658 -0.1059 0.7518 1.088
C 2.1682 1.2107 5.9037 -0.335
C -0.3253 -5.9221 -3.5684 -0.055
C 2.1977 4.1224 1.8886 -0.070
H 2.2414 4.5452 0.8866 0.091
H -1.8822 2.1132 3.6073 0.041
H -1.2299 0.4717 3.4000 0.018
H 3.1385 -0.0502 -1.3815 0.042
H 3.6876 3.8141 6.1088 0.022
C -1.3497 -4.1437 -1.7016 -0.057
C -2.1497 -5.1566 -2.2009 -0.062
H 1.2800 1.7622 6.2077 0.024
As -1.3356 1.6729 1.1476 1.046
H -1.6997 -3.4377 -0.9694 0.077
H 1.0500 -2.5510 -4.2152 0.088
C -0.0452 -4.0367 -2.1353 -0.269
N -0.4976 1.2596 -2.3607 0.024
```

Its energy relative to the best compared isomer or geometry (same formula, charge and spin) is 27.7 kcal/mol. As for the charge: +1. The value obtained for the total energy is -238472.4229 eV. The frontier orbital gap (spin up / spin down) is 6.66 / 6.67 eV.

***

Record 3
C33H32Br2N6O2SiSn | ωB97M-V/def2-TZVPD

The geometry in XYZ format:
```
77
Properties=species:S:1:pos:R:3:lowdin_charge:R:1
C 1.0160 -1.9637 -4.6699 -0.004
C -2.4975 2.8699 -1.8104 -0.180
N -0.5511 -0.8047 -2.7023 -0.007
H -5.3938 0.8794 2.6727 0.125
C -0.6218 -4.1905 -1.3067 0.029
C 0.4394 -0.7237 -4.8737 -0.017
C -1.3682 -4.6993 -0.2824 0.135
C 3.8782 -1.3167 0.8202 0.003
H -2.6562 4.6406 -2.9382 0.171
N -2.3920 4.1874 -2.0788 0.143
H 1.1656 -3.6294 -3.3200 0.124
Si 2.9085 1.4541 -0.6163 0.400
H -0.4399 5.5881 2.5022 0.113
H -3.8908 -3.1209 2.4634 0.120
H 5.0470 2.3554 -1.2607 0.049
C 1.5690 -1.9578 1.2419 -0.068
H 0.5199 -0.2483 5.5485 0.008
H 2.6981 3.7954 0.1320 0.050
C -1.1602 4.0331 1.2352 -0.029
C 4.7574 1.4094 -0.7944 -0.178
C -0.8353 5.3396 1.5266 -0.062
C -0.0794 -2.0574 -2.5552 -0.219
C -4.7507 -1.1751 2.7010 -0.016
N -2.9530 -0.3866 0.7539 -0.018
C -2.1513 -3.9912 0.5841 0.030
C 3.3699 -3.3090 2.0698 -0.033
C -1.6655 3.7675 -0.0385 -0.252
H 5.2788 1.3487 0.1625 0.041
C -1.8509 4.7990 -0.9575 -0.183
H -2.7773 -4.4679 1.3241 0.122
C 0.2018 0.4429 4.7801 -1.024
Br 1.7400 1.0256 3.8000 0.640
C -1.0129 6.3687 0.5833 -0.057
H 1.2820 -3.7202 2.4024 0.113
H -0.7150 0.8297 -3.9412 0.116
O -0.2586 -7.7065 -0.7179 0.205
Sn -0.7756 0.2509 -0.4136 1.447
H 1.6550 -2.4064 -5.4222 0.130
N -1.3375 -2.0597 -0.5316 -0.006
H -5.4458 -1.4908 3.4672 0.130
H -1.6705 6.9171 -1.3920 0.121
C 2.4829 -1.0348 0.6339 -0.376
C -3.8757 -2.0922 2.1354 -0.007
H 2.4054 1.0778 -3.0181 0.032
H 3.7102 -4.1822 2.6099 0.118
H 5.3565 -2.6123 1.6328 0.120
C 2.1747 1.8500 -2.2819 -0.172
H -2.9174 2.1685 -2.5167 0.134
H 2.9539 2.7277 1.5115 0.014
C -4.7197 0.1373 2.2699 -0.017
C 0.7530 -2.6451 -3.4894 0.024
H 1.0883 1.9618 -2.2212 -0.008
C -3.7897 0.4924 1.3068 -0.121
C 4.2977 -2.4260 1.5126 -0.047
H -0.0903 -4.8100 -2.0153 0.123
C -3.0016 -1.6682 1.1507 -0.274
C -0.6404 -2.8011 -1.3969 -0.204
C 2.0000 -3.0565 1.9372 -0.062
N 2.0087 0.0176 -0.0326 -0.053
Br -1.0713 -0.4770 3.6529 0.648
H 1.3625 2.8225 0.7595 0.000
H -1.0323 3.2397 1.9625 0.109
C -0.3058 -0.1678 -3.8467 -0.120
N -2.0844 2.5597 -0.5992 -0.042
O -1.7733 -7.6379 1.0335 0.208
C -1.5269 6.1224 -0.6724 0.005
C 2.4352 2.8229 0.5563 -0.167
H 2.5780 2.7972 -2.6482 0.049
C -2.1187 -2.6088 0.4062 -0.197
C -1.0158 -7.6903 0.1589 -0.428
H 4.6095 -0.6492 0.3941 0.075
H -3.6995 1.5134 0.9629 0.100
H 0.5102 -1.7466 1.1910 0.035
H -0.7475 7.3812 0.8549 0.115
H 5.1167 0.6049 -1.4399 0.045
H 0.5837 -0.1787 -5.7956 0.125
H -0.2924 1.3111 5.1933 0.005
```

Its energy relative to the best compared isomer or geometry (same formula, charge and spin) is 24.4 kcal/mol. As for the charge: +2. The value obtained for the total energy is -201557.7039 eV. The frontier orbital gap (spin up / spin down) is 6.74 / 7.02 eV.

***

Record 4
C4H6F2N2V | ωB97M-V/def2-TZVPD

The geometry in XYZ format:
```
15
Properties=species:S:1:pos:R:3:lowdin_spin:R:1
N 3.8889 11.4474 -22.8753 0.000
C 5.4424 9.2450 -22.7203 0.000
C 4.5666 10.4573 -22.8187 0.000
N 1.6628 7.6961 -25.9292 0.000
C 1.5263 8.6962 -25.3572 0.000
H 0.5440 10.5602 -25.0127 0.000
H 2.2237 10.5708 -25.1265 0.000
C 1.4125 9.9792 -24.7024 0.000
H 1.4458 9.9400 -23.6136 0.000
H 6.4658 9.5865 -22.8755 0.000
V 1.2042 6.4151 -21.9350 3.031
F 2.7663 7.6024 -22.6128 -0.005
H 5.3778 8.7354 -21.7589 0.000
H 5.2871 8.5591 -23.5531 0.000
F 1.0724 5.7196 -24.0153 -0.027
```

The multiplicity is 4. As for the charge: 0. The value obtained for the total energy is -38344.6350 eV. The frontier orbital gap (spin up / spin down) is 7.67 / 7.99 eV.

***

| no. | F_max (eV/Å) |
| --- | --- |
| 1 | 0.64 |
| 2 | 3.13 |
| 3 | 0.50 |
| 4 | 6.46 |